[1]
52
Properties=species:S:1:pos:R:3 method="wB97M-V/def2-TZVPD" lumo_energy_ev="-10.6 / -14.7" charge=+3 spin_multiplicity=2 gap_ev="7.8825 / 3.7607"
C 3.90967 1.12834 0.38881
C 2.47230 1.33378 0.19692
C 1.66767 0.04446 0.32746
C 0.27394 -0.00866 -0.10431
C -0.30519 0.41510 -1.24203
C -1.29354 -1.75904 0.77586
N -0.58068 -0.63391 1.00138
N 1.98180 2.38704 1.23859
H 4.33878 0.20387 -0.12590
H 4.20668 2.23277 0.16189
H 4.13754 0.83347 1.50898
H 2.07479 1.66359 -0.81055
H 2.12689 -0.76450 -0.23370
H 1.89315 -0.24089 1.37842
H 0.33066 0.84739 -2.05890
H -1.34353 0.49426 -1.46458
H -1.79990 -2.22902 1.72259
H -1.49651 -2.28541 -0.19705
H -0.44432 -0.26457 1.88648
H 2.35286 3.36177 1.05220
H 2.33712 2.00602 2.09664
H 0.88579 2.48057 1.15627
H 0.79993 -3.23813 -2.37994
H 0.58664 -2.38710 -1.10671
O 0.71827 -2.38210 -2.03087
H 0.10910 -4.70387 -0.11130
H 0.97984 -3.57991 0.41184
O 0.11249 -3.76051 0.24298
H -0.63640 -1.45804 -3.04633
H -2.06198 -1.80848 -3.79917
O -1.64879 -1.32445 -3.09787
H -4.41130 0.38727 1.84167
H -4.38309 1.30315 0.64627
O -4.28996 1.25719 1.63969
H -3.91746 -2.78870 0.56751
H -3.92500 -1.40869 -0.01285
O -3.59114 -1.90683 0.69253
H 3.90583 -1.83252 -0.92746
H 3.21241 -3.15597 -1.42027
O 3.08754 -2.45274 -0.75650
H -0.74147 3.14213 -0.32143
H 0.36677 4.07072 -1.01173
O 0.23860 3.36996 -0.37520
H 0.52041 -0.41029 3.85514
H 0.71141 1.06237 3.69358
O 0.81592 0.22429 3.27628
H -2.75675 3.31736 1.09796
H -2.38455 2.70675 2.39021
O -2.15756 2.52128 1.48899
H -2.09559 1.84613 -3.92521
H -2.69160 0.63165 -3.11709
O -2.19850 1.51163 -3.06015

[2]
46
Properties=species:S:1:pos:R:3 method="wB97M-V/def2-TZVPD" lumo_energy_ev=0.6 smiles="O=C(COc1ccccc1Cl)NC(=S)Nc1ccccc1N1CCCC1" e_above_lowest_kcal_mol=5.37 gap_ev=8.1042
O -0.89773 -1.42519 1.65768
C -1.70161 -1.36741 0.74494
C -3.04602 -2.09255 0.80913
O -4.02553 -1.54556 -0.03387
C -4.51230 -0.29858 0.25585
C -4.07841 0.50713 1.29986
C -4.63502 1.76197 1.48972
C -5.62331 2.22848 0.64412
C -6.06421 1.43634 -0.40335
C -5.51273 0.18441 -0.59494
Cl -6.04451 -0.81459 -1.89774
N -1.51307 -0.69169 -0.41232
C -0.44520 0.13699 -0.76998
S -0.51186 0.84695 -2.25216
N 0.54221 0.25055 0.11710
C 1.62439 1.16340 -0.02095
C 1.30630 2.51357 -0.03629
C 2.27959 3.48400 -0.15843
C 3.60169 3.08360 -0.24987
C 3.93252 1.74656 -0.23499
C 2.96154 0.73276 -0.13913
N 3.35888 -0.57401 -0.16426
C 2.51369 -1.73676 0.03353
C 3.48599 -2.91397 -0.00735
C 4.53247 -2.43722 -1.00660
C 4.67262 -0.95982 -0.64932
H -3.37458 -2.13609 1.85489
H -2.89744 -3.11820 0.45460
H -3.30280 0.16949 1.96950
H -4.28325 2.37445 2.30543
H -6.05115 3.20713 0.79282
H -6.83229 1.78381 -1.07542
H -2.24128 -0.74340 -1.11839
H 0.42046 -0.25131 0.99477
H 0.26541 2.79154 0.04194
H 2.01164 4.52810 -0.17539
H 4.38711 3.82031 -0.33182
H 4.97334 1.47416 -0.29199
H 1.77424 -1.83124 -0.77272
H 1.99314 -1.69118 0.99216
H 3.94234 -3.05759 0.97267
H 2.99829 -3.83930 -0.30582
H 4.15297 -2.54252 -2.02354
H 5.47558 -2.97333 -0.92692
H 5.42640 -0.82569 0.13866
H 4.96146 -0.35848 -1.51578

no.,electronic energy (eV),largest force on an atom (eV/A)
1,-30195.021,6.9
2,-51951.311,0.6